73
Properties=species:S:1:pos:R:3:forces:R:3 method="wB97M-V/def2-TZVPD" fmax_ev_per_a=0.9 charge=-2 homo_lumo_gap_ev=4.12 spin_multiplicity=1 e_above_lowest_kj_mol=92.83 homo_ev=-0.3
Te 4.77216 1.64797 0.51570 0.195 0.004 0.089
As -2.02957 -1.32973 -0.86641 -0.060 0.116 -0.216
Ni 0.16429 0.13829 0.14967 -0.702 0.009 0.605
F 2.40288 -0.82679 -1.11455 0.017 0.042 -0.019
F 0.89827 -2.36639 -0.69628 0.007 0.015 0.010
O -1.48975 1.24188 -0.04411 0.133 0.054 -0.141
O 1.20825 1.69696 -0.09833 0.136 -0.429 -0.345
O -3.20260 2.45017 0.70719 -0.010 -0.070 0.027
O 0.91194 3.89994 -0.20296 -0.129 -0.028 -0.062
O -1.16171 -1.22610 0.55366 0.206 -0.130 -0.228
O 0.25421 0.66013 2.60247 -0.011 0.072 0.029
C -0.70828 1.73705 4.39825 -0.047 -0.007 0.018
C 1.48814 -1.17577 -0.16024 0.106 0.139 -0.049
C 9.67629 1.60358 1.31480 -0.001 -0.001 -0.001
C 0.07930 0.46374 -4.07099 -0.005 0.003 -0.011
C -4.59912 -0.76737 0.23538 -0.002 -0.002 0.018
C 7.64199 2.79981 0.80263 -0.022 0.015 -0.003
C -1.72530 -4.08327 -0.19680 0.092 -0.006 -0.090
C -2.48847 -3.21047 -0.96364 -0.065 0.010 0.090
C 0.80388 2.82444 0.37375 -0.016 0.165 0.065
C -3.75536 -0.48516 -0.83067 -0.005 -0.023 0.089
C -1.27124 -0.86515 -2.59546 -0.017 -0.082 0.019
C -0.34281 -0.28955 -5.15506 -0.008 0.003 0.011
C -5.38930 1.01264 -1.73972 -0.006 -0.003 -0.010
C 7.55398 0.45621 1.20777 -0.018 -0.012 -0.006
C -6.23663 0.73069 -0.67895 0.000 0.001 -0.004
C 9.01453 2.78754 1.00689 0.009 0.004 0.008
C -3.11674 -5.91510 -0.90603 0.003 0.002 0.001
C -4.14338 0.40929 -1.81610 0.005 0.009 0.014
C 0.24596 2.85396 1.81521 0.107 -0.187 0.047
C 1.00535 1.88247 2.73845 0.000 -0.001 -0.062
C 0.74624 2.23885 4.20966 0.039 0.010 -0.001
C -3.58174 -3.68819 -1.67947 -0.052 0.017 0.061
C 6.86099 1.63572 0.88964 -0.009 0.002 0.038
C -0.38804 0.18980 -2.79241 0.011 0.087 0.012
C -1.69493 -1.62266 -3.68500 0.047 -0.066 -0.017
C -5.84066 -0.15618 0.31191 0.001 0.004 0.004
C -1.23607 -1.33379 -4.96167 -0.002 0.011 0.003
C -2.04050 -5.43546 -0.17280 -0.004 -0.005 -0.008
C 8.92602 0.43658 1.41450 0.008 -0.001 0.008
C -1.23065 2.39019 2.04181 0.001 0.046 -0.103
C -3.89030 -5.04080 -1.65854 0.004 -0.008 -0.008
C -1.01030 1.19110 2.99296 -0.050 0.004 0.010
C -2.05211 2.01710 0.80520 -0.007 0.094 0.050
H -1.81215 3.15665 2.55295 0.057 0.054 -0.012
H 0.02810 -0.06837 -6.14868 0.006 -0.005 0.000
H -0.03968 0.80925 -1.97534 -0.032 0.003 0.024
H -2.36351 -2.46215 -3.55073 -0.015 0.008 0.018
H -4.21309 -3.00126 -2.23245 0.011 0.006 -0.006
H -7.20035 1.22078 -0.61196 0.001 0.003 0.002
H -0.88576 -3.68594 0.35973 0.000 0.001 0.005
H -0.76344 0.94031 5.14199 0.013 -0.009 -0.009
H -5.68485 1.72873 -2.49604 0.000 0.003 0.002
H 10.74939 1.59044 1.47205 -0.001 0.001 0.003
H 1.43904 1.69685 4.85360 0.008 0.015 0.004
H -1.44206 -6.11499 0.42117 0.003 0.000 -0.003
H 0.36414 3.88685 2.13916 0.005 -0.009 0.033
H 2.04074 -1.52819 0.71707 0.073 0.076 -0.012
H 9.41639 -0.50239 1.65509 0.001 0.000 -0.001
H 0.78516 1.27387 -4.19790 0.000 0.000 -0.010
H -3.35971 -6.97087 -0.88565 0.001 0.000 -0.001
H -6.49065 -0.35775 1.15439 -0.002 -0.002 -0.001
H 0.86335 3.30632 4.39990 0.000 -0.003 -0.009
H 2.04287 1.71232 2.45792 -0.001 -0.008 0.017
H -3.46196 0.66318 -2.61791 0.003 0.002 0.002
H -1.76472 0.40873 2.93077 -0.012 0.011 0.005
H -4.73943 -5.40989 -2.22088 -0.004 0.000 0.006
H -1.56824 -1.93556 -5.79913 0.005 -0.001 0.000
H 7.14596 3.73362 0.56410 0.003 -0.002 -0.007
H 9.57523 3.71428 0.92397 0.000 -0.001 0.002
H -1.40302 2.52713 4.68733 -0.005 -0.014 0.013
H -4.27571 -1.44476 1.01803 0.002 -0.003 -0.005
H 6.98884 -0.46536 1.28619 0.002 -0.001 -0.002